No. 1
Below is 11 unconnected molecules or ions with the total composition C30H54N6O8S3 in a non-equilibrium geometry, with properties calculated with ωB97M-V/def2-TZVPD.

Structure (XYZ):
```
101
Properties=species:S:1:pos:R:3
C 30.78777 -8.79097 23.15432
C 31.44419 -7.84348 22.19627
O 31.74538 -6.71467 22.55447
C 31.55154 -8.25187 20.71285
H 29.88401 -9.03395 22.59552
H 30.64370 -8.32780 24.13045
H 31.32084 -9.73391 23.27603
H 32.54777 -8.05250 20.31806
H 30.88824 -7.63535 20.10619
H 31.19560 -9.28194 20.73198
C 36.42689 -1.58538 16.44032
C 36.55925 -0.87346 17.79162
O 35.64507 -0.15270 18.25297
C 37.83656 -1.00429 18.52422
H 35.53213 -1.15743 15.98824
H 36.34320 -2.62665 16.75154
H 37.23782 -1.38201 15.74093
H 38.70522 -1.00663 17.86579
H 37.92588 -1.91056 19.12321
H 37.92535 -0.13784 19.17956
C 26.70325 3.50327 26.70870
C 25.23232 3.63336 26.67376
N 24.07100 3.66698 26.62440
H 27.09673 3.02608 25.81117
H 27.02065 2.85911 27.52871
H 27.15357 4.48126 26.87852
C 31.37856 -3.41021 12.45264
C 32.59688 -3.79035 11.73479
N 33.57996 -4.11294 11.20080
H 30.89865 -2.84089 11.65662
H 31.62286 -2.69748 13.24031
H 30.79910 -4.30688 12.67240
C 29.25560 -2.54166 26.63601
C 29.09040 -1.87276 27.97276
N 29.01378 -1.42508 29.05076
H 28.49429 -3.31789 26.55883
H 30.29319 -2.87344 26.59822
H 29.00219 -1.74712 25.93416
C 32.36117 3.52069 15.86737
C 31.97916 4.58740 14.97321
N 31.71027 5.45030 14.21505
H 31.44022 2.93992 15.91887
H 32.66508 3.96860 16.81347
H 33.08274 2.92797 15.30510
C 30.33554 -0.40234 20.91464
C 29.83593 -1.12028 19.76149
N 29.42781 -1.64217 18.81322
H 29.47126 -0.13018 21.52047
H 30.93327 0.47592 20.67073
H 30.83268 -1.18038 21.49396
C 24.08862 -1.84246 14.78726
C 22.91442 -2.49390 15.32890
N 21.99383 -3.09391 15.74033
H 23.71343 -1.04035 14.15170
H 24.73586 -2.54994 14.26895
H 24.58799 -1.36542 15.63057
C 26.04266 6.37565 16.72052
C 24.93635 5.32205 17.12786
C 25.63311 4.27621 17.99693
S 26.95993 5.19687 18.98400
O 28.30124 4.64551 18.68961
O 26.45965 5.32807 20.36498
C 26.61829 6.82645 18.01227
H 25.65154 7.17522 16.09137
H 26.77872 5.91655 16.06057
H 24.52830 4.77361 16.27885
H 24.13140 5.77820 17.70413
H 26.16430 3.50799 17.43498
H 24.90041 3.80255 18.65030
H 27.60784 7.28014 17.95714
H 25.95799 7.39504 18.66711
C 33.15178 6.80539 22.90598
C 34.41094 6.14569 22.26786
C 34.41312 4.65944 22.61915
S 33.67881 4.64109 24.29580
O 34.62765 4.57966 25.37140
O 32.53373 3.71013 24.29195
C 32.94174 6.31616 24.31387
H 32.37287 6.43368 22.24023
H 33.18228 7.89234 22.83051
H 35.30011 6.61129 22.69298
H 34.42178 6.35105 21.19744
H 35.35588 4.12340 22.50982
H 33.68396 4.18519 21.96225
H 33.35040 6.88931 25.14610
H 31.89720 6.05144 24.47800
C 22.62700 -4.50057 22.62247
C 21.60219 -3.31808 22.56090
C 21.76486 -2.47877 23.86080
S 23.57945 -2.22683 23.97759
O 23.95983 -2.07444 25.39226
O 23.96476 -1.25642 22.98403
C 23.92417 -3.94411 23.33257
H 22.71553 -4.96695 21.64127
H 22.19034 -5.30593 23.21308
H 20.57443 -3.65864 22.43511
H 21.73964 -2.74255 21.64549
H 21.51884 -3.16817 24.66845
H 21.27832 -1.51109 23.98321
H 24.01166 -4.57426 24.21765
H 24.90762 -4.08108 22.88296
```

The value obtained for the relative energy (zero: lowest compared OMol25 entry of this formula, charge and spin) is 6.2 kcal/mol. As for the multiplicity: 1. For the HOMO energy, the calculation gives -9.7 eV. As for the charge: 0. The structure (SMILES) is O=S1(=O)CCCC1.O=S1(=O)CCCC1.O=S1(=O)CCCC1.CC(C)=O.CC(C)=O.CC#N.CC#N.CC#N.CC#N.CC#N.CC#N.

No. 2
Below is a molecular structure, C44H39BaN8OSSb in a non-equilibrium geometry, with properties calculated with ωB97M-V/def2-TZVPD.

Structure (XYZ):
```
95
Properties=species:S:1:pos:R:3
Ba -0.03664 -0.90448 0.67481
C -2.67564 -0.94108 -2.12209
C -2.60644 -2.23258 -1.38369
C -3.46994 -3.27338 -1.71879
C -3.45374 -4.43968 -0.97719
C -2.53354 -4.54348 0.05361
C -1.66984 -3.48758 0.29861
N -1.71764 -2.35238 -0.39409
Sb -0.21014 -3.93118 1.85981
C -0.97894 -2.50418 3.28151
C -1.22484 -2.98138 4.55731
C -1.70334 -2.10528 5.52051
C -1.93444 -0.79098 5.15251
C -1.67364 -0.38788 3.84421
C -1.94274 1.01312 3.40781
N -1.19064 -1.23698 2.93521
C 1.63106 -2.83018 1.50781
C 2.71626 -3.58758 1.08551
C 3.99916 -3.09388 1.25241
C 4.15146 -1.89188 1.92151
C 3.02156 -1.20168 2.35331
C 3.13476 0.03302 3.18191
N 1.78786 -1.65358 2.10861
H -2.87334 -1.11468 -3.17769
H -1.75384 -0.37078 -1.99679
H -3.50524 -0.35708 -1.71969
H -4.15194 -3.15828 -2.54549
H -4.13064 -5.24918 -1.20159
H -2.48384 -5.43828 0.66021
H -1.03884 -4.02248 4.78951
H -1.88284 -2.44818 6.52911
H -2.30644 -0.07338 5.86821
H -3.00804 1.12342 3.20811
H -1.38704 1.23582 2.49461
H -1.68314 1.71382 4.19711
H 2.54886 -4.56158 0.64031
H 4.85856 -3.65228 0.91311
H 5.13646 -1.50778 2.13531
H 3.15936 -0.25158 4.23431
H 2.27506 0.68092 3.02391
H 4.05366 0.57272 2.97461
N 2.09206 -4.23218 -2.33669
C 1.29316 -3.42278 -1.63179
N 1.52506 -2.18868 -1.36159
C 2.65416 -1.58198 -1.91609
N 2.95426 -0.36218 -1.68599
N 2.23536 0.54842 -1.07739
C 2.72776 1.22752 -0.11779
C 2.06026 2.42492 0.43001
C 2.32416 3.69132 -0.09299
C 1.74766 4.79852 0.50921
C 0.95426 4.60962 1.63201
C 0.73936 3.31132 2.06991
N 1.26316 2.24112 1.48271
C 3.55106 -2.38548 -2.74489
C 4.70366 -1.87318 -3.34189
C 5.53836 -2.69988 -4.06789
C 5.25796 -4.05568 -4.19129
C 4.12076 -4.58568 -3.61219
C 3.26616 -3.74838 -2.90649
H 1.84886 -5.19678 -2.51009
H 0.38116 -3.87558 -1.25549
H 3.70186 0.98112 0.31961
H 2.98166 3.80132 -0.94129
H 1.92396 5.79182 0.12221
H 0.51386 5.44372 2.15501
H 0.14706 3.11542 2.95401
H 4.92126 -0.82478 -3.22689
H 6.42706 -2.30078 -4.53129
H 5.93006 -4.70048 -4.73629
H 3.89876 -5.63968 -3.69589
O -0.98714 1.19392 -0.41719
S -0.87424 2.66992 -0.72559
C -1.75774 3.02342 -2.28019
C -3.03284 2.54322 -2.52689
C -3.69734 2.93342 -3.67559
C -3.10154 3.82662 -4.55249
C -1.82204 4.29752 -4.30739
C -1.14304 3.89232 -3.16959
C -2.19114 3.45392 0.25831
C -3.19474 2.67292 0.80591
C -4.22054 3.28342 1.50791
C -4.24434 4.66082 1.64671
C -3.23804 5.43402 1.08901
C -2.20024 4.83232 0.39661
H -3.49824 1.88252 -1.81389
H -4.68504 2.55302 -3.88299
H -3.63724 4.15932 -5.42719
H -1.35454 4.98042 -4.99929
H -0.14554 4.24822 -2.96379
H -3.15624 1.60032 0.65841
H -5.01374 2.68952 1.93411
H -5.05764 5.12852 2.17991
H -3.26354 6.50672 1.19231
H -1.41464 5.42582 -0.04779
```

The value obtained for the relative energy (zero: lowest compared OMol25 entry of this formula, charge and spin) is 35.4 kcal/mol. As for the multiplicity: 1. For the HOMO energy, the calculation gives -12.6 eV. As for the charge: +2.

No. 3
Below is 6 unconnected molecules or ions with the total composition C36H44ClN5O6 in a non-equilibrium geometry, with properties calculated with ωB97M-V/def2-TZVPD.

Structure (XYZ):
```
92
Properties=species:S:1:pos:R:3
C 1.22687 -3.87086 -1.46108
C 1.83767 -3.15502 -2.53089
C 1.25024 -1.71741 -2.98138
C 1.54024 -0.55798 -1.89850
C 0.54204 -0.05807 -0.98784
C -0.91123 -0.71468 -1.08304
C -1.81480 -0.56904 0.24778
C -3.32240 -0.26333 -0.23673
C -3.68750 1.30379 -0.29931
C -5.09955 1.62091 -1.00702
C -6.28924 0.62344 -0.60953
O -6.95029 0.98127 0.66256
C -8.17801 1.65622 0.43446
O -8.19088 2.84751 -0.00127
C -9.61461 1.00623 0.75494
C -10.01553 0.71971 2.11891
C 0.97703 1.12049 -0.01649
O 0.17066 2.01195 0.41123
C 2.49961 1.24716 0.42196
C 3.02157 1.87670 1.73522
C 1.99514 2.44090 2.83662
C 2.73855 3.20127 4.05454
O 3.42246 4.24060 3.84806
Cl 2.70125 2.61281 5.79630
C 4.57111 1.95680 1.97659
C 5.62692 1.42482 0.93760
C 7.21471 1.54469 1.15978
C 8.07556 1.27648 -0.17526
O 7.74066 2.16375 -1.27150
C 5.10425 0.75570 -0.35939
C 3.56736 0.69294 -0.57446
C 3.05141 0.01733 -1.91987
O 3.79700 -0.09665 -2.93232
H 1.27995 -5.00662 -1.46495
H 0.70222 -3.24217 -0.65294
H 2.77013 -3.54296 -3.08923
H 1.86483 -1.41037 -3.91447
H 0.16348 -1.75667 -3.32600
H -0.89954 -1.83684 -1.34940
H -1.45876 -0.19285 -1.95011
H -1.41338 0.15973 1.02766
H -1.85651 -1.60116 0.77200
H -3.45949 -0.65999 -1.31778
H -4.11996 -0.82079 0.38435
H -2.87939 1.80846 -0.95750
H -3.66482 1.76885 0.74699
H -5.03986 1.69559 -2.15361
H -5.42430 2.66976 -0.63815
H -7.10617 0.74030 -1.41769
H -6.01084 -0.48564 -0.61696
H -10.40049 0.77175 -0.04201
H -10.39805 -0.32553 2.38867
H -9.99252 1.54034 2.92841
H 1.45153 1.54729 3.32915
H 1.27330 3.16940 2.32585
H 5.03049 2.44067 2.91699
H 7.40129 2.65665 1.43263
H 7.57802 0.94469 2.06973
H 8.00143 0.16028 -0.44061
H 9.17810 1.49913 0.09698
H 8.52393 2.65654 -1.58880
H 5.77717 0.30492 -1.17663
C -10.37647 -1.43918 -2.05988
C -8.93450 -1.25563 -2.24711
N -7.80185 -1.11143 -2.39918
H -10.59074 -2.25915 -1.37029
H -10.84611 -0.54198 -1.65316
H -10.87756 -1.66855 -3.00339
C -5.04163 -3.68713 -1.88606
C -3.68204 -3.45667 -1.38998
N -2.61378 -3.27561 -1.00105
H -5.73447 -2.91946 -1.53178
H -5.07750 -3.67749 -2.97800
H -5.43074 -4.65356 -1.55651
C 11.61453 -0.36254 0.90048
C 10.45822 -1.24160 0.70325
N 9.55019 -1.93202 0.54843
H 11.57411 0.50837 0.24188
H 11.66661 0.00842 1.92691
H 12.55349 -0.88197 0.69481
C 3.35314 0.56653 8.90503
C 4.01783 -0.05167 10.05591
N 4.53987 -0.53709 10.95964
H 3.35294 1.65678 8.97841
H 3.84770 0.30484 7.96648
H 2.31152 0.24686 8.82266
C 0.82806 -0.10198 -6.43713
C -0.33045 -0.97903 -6.63014
N -1.24042 -1.66785 -6.78171
H 0.78793 0.76970 -7.09463
H 0.88594 0.26870 -5.41080
H 1.76614 -0.62181 -6.64637
```

As for the multiplicity: 1. For the HOMO energy, the calculation gives -8.8 eV. As for the charge: 0. The structure (SMILES) is C=CCC1=C(CCCCCCOC(=O)C=C)C(=O)c2c(CC(=O)Cl)cc(CCO)cc2C1=O.CC#N.CC#N.CC#N.CC#N.CC#N.

No. 4
Below is a gas-phase ion, C8H10N3OS (charge +1) in a non-equilibrium geometry, with properties calculated with ωB97M-V/def2-TZVPD.

Structure (XYZ):
```
23
Properties=species:S:1:pos:R:3
C -1.41322 -2.60920 0.19870
C -0.31233 -3.19845 -0.41818
C -1.37292 -1.27822 0.63814
C 0.78114 -2.41696 -0.69444
C -0.34702 -0.49401 0.20166
C 0.78812 -1.03529 -0.39135
C -0.13449 1.66587 -1.06197
C -0.81265 1.61119 1.28268
N 2.27868 0.98952 0.15144
N -0.33656 0.98165 0.16023
N 0.32630 2.90582 -0.97735
O -0.46405 1.05842 -2.04121
S 2.45938 -0.43366 -0.28180
H -2.20012 -3.22165 0.35810
H -0.14626 -4.23358 -0.49753
H -2.29058 -0.87468 1.02900
H 1.70697 -2.81489 -1.19189
H -1.81688 2.05589 1.17186
H -0.81745 0.95037 2.09994
H -0.23581 2.40548 1.64413
H 3.12676 1.50187 0.63518
H 0.89233 3.07091 -0.11929
H 0.34066 3.41361 -1.89605
```

The value obtained for the relative energy (zero: lowest compared OMol25 entry of this formula, charge and spin) is 59.1 kcal/mol. As for the multiplicity: 1. For the HOMO energy (alpha / beta), the calculation gives -12.5 / -12.5 eV. As for the charge: +1.

No. 5
Below is a molecular structure, C16H20AuN2O3, with properties calculated with ωB97M-V/def2-TZVPD.

Structure (XYZ):
```
42
Properties=species:S:1:pos:R:3
Au -1.51299 0.77720 -1.31818
O 4.21615 -0.29778 2.96995
C 4.43812 -0.05141 1.59927
C 3.13251 0.29882 0.94367
C 3.10671 0.84309 -0.33639
C 1.88702 1.11833 -0.91935
N 0.72577 0.89559 -0.30677
C 0.74037 0.40849 0.92748
C 1.92350 0.08191 1.58435
C -0.59221 0.28260 1.58555
C -0.70720 0.01942 2.94807
C -1.95493 -0.05101 3.54354
C -2.12181 -0.31820 5.02085
O -3.10901 -1.29328 5.27583
C -3.07365 0.14398 2.73940
C -2.89066 0.40415 1.40191
N -1.67933 0.47087 0.83119
H 5.06025 -0.43504 3.40869
H 4.84728 -0.93993 1.10043
H 5.14471 0.77093 1.44390
H 4.02046 1.05281 -0.87660
H 1.83303 1.53954 -1.91573
H 1.92583 -0.32388 2.58242
H 0.17481 -0.10854 3.55700
H -2.47228 0.59545 5.50638
H -1.15802 -0.57585 5.47060
H -2.76070 -2.16451 5.06037
H -4.07126 0.08642 3.14945
H -3.73193 0.56771 0.74427
C -0.43584 0.07218 -5.33501
C -0.21681 -1.16189 -4.46016
C -1.49465 -1.19214 -3.65324
O -1.76726 0.20798 -3.35814
C -1.17049 1.03544 -4.41038
H -1.05884 -0.18394 -6.19140
H 0.48958 0.50236 -5.71088
H 0.64286 -1.03115 -3.79976
H -0.07094 -2.06916 -5.04157
H -1.43267 -1.72065 -2.70579
H -2.33789 -1.58025 -4.22921
H -0.50872 1.74972 -3.92295
H -1.97888 1.57363 -4.90307
```

The value obtained for the relative energy (zero: lowest compared OMol25 entry of this formula, charge and spin) is 2.7 kcal/mol. As for the multiplicity: 1. For the HOMO energy, the calculation gives -11.8 eV. As for the charge: +1.

Computed values of M (unit: g/mol) for the preceding records, in sequence: 723.0, 987.0, 678.2, 196.3, 485.3.